No. 1
Below is C12H34N3O4Sr2 as an isolated structure, with properties calculated with ωB97M-V/def2-TZVPD.

Summary:
HOMO   -16.29 eV
F_max   3.54 eV/A
LUMO   -0.4350 hartree
Molar mass   459.7 g mol⁻¹

```
! wB97M-V def2-TZVPD RIJCOSX def2/J DEFGRID3
* xyz 3 1
Sr 17.596 -15.948 4.412
Sr 17.093 -18.687 1.758
O 12.183 -19.944 6.100
O 15.010 -14.858 4.088
O 13.341 -20.818 0.225
O 15.969 -17.625 3.643
N 15.738 -18.992 6.013
N 14.324 -18.544 1.723
N 16.977 -14.970 2.013
C 10.883 -19.413 5.859
C 14.475 -20.037 7.838
C 14.694 -14.586 2.769
C 15.444 -13.572 0.634
C 12.101 -17.710 1.961
C 13.252 -19.064 5.882
C 12.571 -19.674 0.344
C 15.861 -14.055 2.023
C 14.557 -19.794 6.341
C 12.967 -18.966 1.707
C 13.203 -21.335 -1.053
C 13.975 -15.277 4.925
H 16.139 -13.199 2.637
H 13.603 -20.611 8.150
H 12.414 -17.176 2.858
H 13.139 -18.154 6.470
H 14.590 -20.755 5.828
H 15.815 -18.637 5.071
H 13.178 -18.814 4.823
H 12.133 -21.396 -1.257
H 10.636 -18.555 6.485
H 14.416 -15.353 5.919
H 16.960 -15.597 1.222
H 12.762 -19.718 2.468
H 14.619 -18.045 2.550
H 10.035 -20.073 6.042
H 17.815 -14.480 1.735
H 11.055 -18.000 2.056
H 12.262 -16.965 1.181
H 16.360 -13.283 0.119
H 13.604 -22.349 -1.065
H 10.743 -19.217 4.796
H 12.713 -18.930 -0.440
H 15.334 -20.601 8.203
H 13.193 -14.527 5.049
H 14.394 -19.059 8.313
H 15.395 -17.089 4.224
H 13.520 -16.233 4.667
H 13.923 -13.816 2.793
H 11.494 -19.834 0.296
H 14.839 -12.669 0.555
H 14.513 -17.890 0.977
H 14.269 -15.475 2.302
H 14.962 -14.351 0.044
H 13.695 -20.725 -1.811
H 15.829 -18.152 6.566
*
```

***

No. 2
Below is a 6-piece molecular cluster, C12H35ClNO9 overall, with properties calculated with ωB97M-V/def2-TZVPD.

Summary:
HOMO   -3.49 eV
F_max   3.81 eV/A
LUMO   0.0884 hartree
Molar mass   372.9 g mol⁻¹

```
! wB97M-V def2-TZVPD RIJCOSX def2/J DEFGRID3
* xyz -1 1
Cl -7.029 -0.688 -15.783
O -8.311 -5.628 -19.120
O -6.036 -5.288 -21.104
O -1.166 0.784 -13.197
O -8.949 4.831 -17.207
O -5.308 0.754 -21.636
O -10.330 3.787 -19.476
O -0.186 -0.011 -10.916
O -3.424 -0.062 -23.607
O -8.612 -5.452 -10.194
N -6.596 -6.308 -8.315
C -10.253 5.153 -19.049
C -8.397 -5.782 -20.547
C 0.076 1.317 -11.123
C -7.962 -8.073 -7.497
C -7.791 -7.053 -8.619
C -9.845 -4.780 -10.634
C -0.079 1.518 -12.619
C -3.211 1.222 -22.912
C -8.803 5.361 -18.516
C -7.145 -6.283 -21.160
C -8.871 -6.070 -8.968
C -3.994 1.135 -21.539
H -7.148 -6.494 -22.230
H -7.617 -7.570 -9.563
H -5.607 0.376 -20.806
H -8.017 -4.745 -18.886
H -6.948 -5.645 -7.639
H -8.619 -8.855 -7.878
H -1.872 1.375 -13.469
H -10.705 5.670 -19.896
H -9.319 3.951 -17.310
H -8.148 4.707 -19.092
H -7.077 -8.581 -7.116
H -2.162 1.519 -22.948
H 0.302 -0.123 -10.097
H -3.485 0.412 -20.903
H -9.276 -6.402 -20.723
H 1.080 1.544 -10.766
H -8.557 -4.748 -20.851
H -8.574 6.426 -18.512
H -11.041 5.308 -18.312
H 0.839 1.340 -13.179
H -9.949 -3.915 -9.979
H -8.344 -7.578 -6.604
H -6.867 -7.221 -20.680
H -6.041 -4.873 -21.970
H -9.090 -5.322 -8.206
H -0.648 1.871 -10.525
H -9.815 -4.484 -11.682
H -10.728 -5.419 -10.655
H -3.754 1.912 -23.557
H -3.977 2.067 -20.974
H -9.552 3.505 -19.963
H -0.201 2.599 -12.680
H -9.785 -6.645 -8.823
H -4.358 -0.215 -23.765
H -5.990 -6.956 -7.833
*
```

***

No. 3
Below is C12H35N2O7Tl as an isolated structure, with properties calculated with ωB97M-V/def2-TZVPD.

Summary:
HOMO   -14.21 eV
F_max   2.53 eV/A
LUMO   -0.4556 hartree
Molar mass   523.8 g mol⁻¹

```
! wB97M-V def2-TZVPD RIJCOSX def2/J DEFGRID3
* xyz 2 1
Tl -4.236 14.409 14.571
O 2.444 15.060 16.687
O -0.963 17.207 19.810
O -1.032 14.839 16.832
O -1.579 20.828 19.414
O -2.296 10.877 13.649
O 1.197 17.244 15.310
O -5.017 14.826 18.469
N -7.336 15.913 17.033
N -3.953 11.830 11.159
C -6.126 15.488 19.250
C -8.326 16.834 19.001
C -4.282 13.948 19.331
C 2.929 15.670 15.497
C -2.323 10.352 12.345
C -3.676 10.461 11.557
C -1.729 18.416 19.851
C -6.997 16.459 18.315
C -0.834 19.600 19.362
C 2.505 17.159 15.640
C -3.752 9.532 10.321
C -0.957 10.893 14.136
H -5.063 13.354 19.805
H -6.447 17.381 18.125
H -5.702 16.107 20.040
H -0.042 19.651 20.109
H -0.373 19.454 18.385
H -7.884 16.642 16.599
H -2.116 18.572 20.858
H -4.668 9.665 9.746
H -6.790 14.727 19.662
H -3.717 14.242 20.215
H -3.331 12.203 10.456
H -3.713 8.475 10.582
H -4.896 11.878 10.800
H -0.373 11.751 13.802
H -2.654 18.489 19.280
H -0.436 9.948 13.985
H -2.000 9.314 12.423
H 1.485 15.095 16.687
H 4.005 15.670 15.323
H -8.753 17.655 18.426
H -4.510 10.267 12.232
H -0.847 11.043 15.210
H -1.616 10.822 11.660
H -1.148 16.760 18.980
H -2.406 20.694 19.882
H -8.170 17.125 20.040
H 2.508 15.261 14.579
H -7.963 15.122 17.071
H -8.953 15.945 19.070
H -3.651 13.273 18.753
H 0.809 16.528 15.817
H 2.609 17.494 16.672
H -0.931 13.985 17.297
H -3.033 9.812 9.551
H 3.242 17.661 15.013
*
```

***

No. 4
Below is a 4-piece molecular cluster, C12H35N3O4 overall, with properties calculated with ωB97M-V/def2-TZVPD.

Summary:
SMILES string   COC[C@H](C)N.COC[C@H](C)N.COC[C@H](C)N.O
HOMO   -8.53 eV
F_max   3.41 eV/A
LUMO   0.0274 hartree
Molar mass   285.4 g mol⁻¹

```
! wB97M-V def2-TZVPD RIJCOSX def2/J DEFGRID3
* xyz 0 1
O 1.336 1.025 -2.593
O 3.059 0.120 4.410
O 0.218 0.341 0.179
O -5.211 2.879 -0.322
N 2.507 -0.396 1.619
N -3.484 -0.263 0.814
N 1.066 -2.225 -4.496
C 1.966 2.283 -2.673
C 1.903 -1.066 2.769
C 1.731 0.095 -3.633
C 2.877 -1.187 3.921
C 1.157 -1.374 -3.265
C -4.721 3.329 -1.551
C 4.079 0.293 5.391
C -4.203 0.538 -0.242
C 2.087 -2.118 -2.185
C -4.377 1.981 0.447
C 1.550 -2.486 2.187
C -5.480 -0.135 -0.518
H 1.653 2.917 -1.844
H -3.795 -0.050 1.751
H 0.987 -0.559 3.073
H 2.819 0.029 -3.632
H -2.491 -0.080 0.813
H 3.848 -1.608 3.660
H 0.694 -1.679 -5.260
H 1.082 -3.091 2.964
H 0.525 0.496 -0.714
H 2.403 -3.001 1.746
H -5.003 4.349 -1.814
H 1.734 -3.111 -1.907
H -3.640 0.506 -1.174
H 0.841 -2.375 1.366
H -3.373 2.367 0.621
H 3.293 -0.973 1.355
H 2.798 0.475 2.039
H 3.091 -2.156 -2.609
H -6.050 -0.268 0.402
H 1.014 0.160 0.679
H -5.204 2.724 -2.318
H 1.727 2.773 -3.617
H 5.055 -0.010 5.012
H 0.200 -1.176 -2.783
H 3.051 2.232 -2.591
H 0.327 -2.897 -4.349
H -3.639 3.255 -1.662
H 2.038 -1.760 -1.157
H -5.336 -1.137 -0.920
H 1.359 0.525 -4.563
H -4.816 1.818 1.431
H -5.973 0.588 -1.168
H 2.592 -1.801 4.775
H 4.001 -0.376 6.249
H 4.123 1.264 5.884
*
```

***

Among the records above, which one has the lowest molar mass? C12H35N3O4

***

Which of these has the highest HOMO? C12H35ClNO9

***

What did the first record say?
Below is C12H34N3O4Sr2 as an isolated structure, with properties calculated with ωB97M-V/def2-TZVPD.

Summary:
HOMO   -16.29 eV
F_max   3.54 eV/A
LUMO   -0.4350 hartree
Molar mass   459.7 g mol⁻¹

```
! wB97M-V def2-TZVPD RIJCOSX def2/J DEFGRID3
* xyz 3 1
Sr 17.596 -15.948 4.412
Sr 17.093 -18.687 1.758
O 12.183 -19.944 6.100
O 15.010 -14.858 4.088
O 13.341 -20.818 0.225
O 15.969 -17.625 3.643
N 15.738 -18.992 6.013
N 14.324 -18.544 1.723
N 16.977 -14.970 2.013
C 10.883 -19.413 5.859
C 14.475 -20.037 7.838
C 14.694 -14.586 2.769
C 15.444 -13.572 0.634
C 12.101 -17.710 1.961
C 13.252 -19.064 5.882
C 12.571 -19.674 0.344
C 15.861 -14.055 2.023
C 14.557 -19.794 6.341
C 12.967 -18.966 1.707
C 13.203 -21.335 -1.053
C 13.975 -15.277 4.925
H 16.139 -13.199 2.637
H 13.603 -20.611 8.150
H 12.414 -17.176 2.858
H 13.139 -18.154 6.470
H 14.590 -20.755 5.828
H 15.815 -18.637 5.071
H 13.178 -18.814 4.823
H 12.133 -21.396 -1.257
H 10.636 -18.555 6.485
H 14.416 -15.353 5.919
H 16.960 -15.597 1.222
H 12.762 -19.718 2.468
H 14.619 -18.045 2.550
H 10.035 -20.073 6.042
H 17.815 -14.480 1.735
H 11.055 -18.000 2.056
H 12.262 -16.965 1.181
H 16.360 -13.283 0.119
H 13.604 -22.349 -1.065
H 10.743 -19.217 4.796
H 12.713 -18.930 -0.440
H 15.334 -20.601 8.203
H 13.193 -14.527 5.049
H 14.394 -19.059 8.313
H 15.395 -17.089 4.224
H 13.520 -16.233 4.667
H 13.923 -13.816 2.793
H 11.494 -19.834 0.296
H 14.839 -12.669 0.555
H 14.513 -17.890 0.977
H 14.269 -15.475 2.302
H 14.962 -14.351 0.044
H 13.695 -20.725 -1.811
H 15.829 -18.152 6.566
*
```

***

Which value of molar mass does entry 3 give? 523.8 g mol⁻¹